## one
This record from the OMol25 dataset describes the molecule C3H9N3O2. The level of theory is ωB97M-V/def2-TZVPD.

Summary:
Orbital gap (eV): 10.50
Total charge: 0
SMILES: [H]/N=C(\C)OC(N)(N)O

Geometry as XYZ:
```
17
C3H9N3O2 (ωB97M-V/def2-TZVPD)
H 2.142 1.361 -1.097
N 1.300 0.811 -0.976
C 1.135 0.344 0.187
C 2.054 0.505 1.368
O 0.068 -0.399 0.512
C -1.030 -0.468 -0.398
N -1.654 0.831 -0.406
N -1.899 -1.477 0.157
O -0.635 -0.811 -1.669
H 1.674 1.305 2.001
H 2.066 -0.412 1.950
H 3.060 0.756 1.042
H -2.088 1.005 0.492
H -2.362 0.866 -1.129
H -1.348 -2.269 0.467
H -2.527 -1.798 -0.572
H 0.044 -0.152 -1.930
```


## two
This record from the OMol25 dataset describes a cluster of 2 separate species, C3H9N3O2 in total. The level of theory is ωB97M-V/def2-TZVPD.

Summary:
Orbital gap (eV): 9.93
Total charge: 0
SMILES: [H]/N=C/NC.NC(=O)O

Geometry as XYZ:
```
17
C3H9N3O2 (ωB97M-V/def2-TZVPD)
H 0.973 1.774 -2.304
N 0.871 0.691 -2.245
C -0.279 0.459 -1.715
N -0.690 -0.803 -1.452
C -2.098 -1.140 -1.353
H -0.935 1.245 -1.318
H -0.101 -1.506 -1.855
H -2.319 -2.230 -1.364
H -2.606 -0.756 -0.485
H -2.639 -0.762 -2.243
N 1.365 1.185 1.877
C 1.444 0.265 2.940
O 1.825 0.575 4.054
O 1.075 -0.945 2.580
H 1.599 0.808 0.957
H 1.985 1.944 2.137
H 0.530 -0.804 1.789
```


Which of them is most stable? Easy: one.